<A>
# C8H14NS

The ion C8H14NS with charge +1 (ωB97M-V with the def2-TZVPD basis set, the OMol25 dataset).

The value obtained for the LUMO energy is -4.7700 eV. For the molecular weight, the calculation gives 156.274 g/mol. Its gap between HOMO and LUMO is 7.86 eV. As for the HOMO energy: -12.633 eV.

Geometry as ORCA input:
```
! RIJCOSX wB97M-V def2-TZVPD def2/J DEFGRID3
* xyz 1 1
C -2.932 1.207 -0.262
C -3.198 -0.139 0.334
C -1.664 1.819 -0.243
C -2.466 -1.246 0.487
C 0.027 -0.345 0.677
C 1.991 0.869 0.831
C 1.312 0.099 -1.345
C 2.100 -1.540 0.375
N 1.438 -0.261 0.155
S -0.862 -1.586 -0.117
H -3.728 1.566 -0.979
H -4.313 -0.387 0.356
H -1.220 2.657 -0.603
H -2.891 -2.119 0.924
H -0.897 1.170 0.198
H 3.096 0.803 0.457
H 1.633 1.807 0.485
H 1.954 0.689 1.946
H 0.512 -0.460 -1.784
H 1.042 1.203 -1.381
H 2.317 -0.139 -1.744
H 3.244 -1.376 0.506
H 1.703 -2.056 1.274
H 1.804 -2.234 -0.546
*
```

Results of the Löwdin charge analysis, in e, for atoms 1 through 4: -0.097 -0.142 0.060 -0.401

<B>
# C8H14NS

A structure of composition C8H14NS (ωB97M-V with the def2-TZVPD basis set, the OMol25 dataset).

The value obtained for the LUMO energy is -3.0999 eV. For the molecular weight, the calculation gives 156.274 g/mol. Its gap between HOMO and LUMO is 9.36 eV. As for the HOMO energy: -12.463 eV.

Geometry as ORCA input:
```
! RIJCOSX wB97M-V def2-TZVPD def2/J DEFGRID3
* xyz 1 1
C -3.320 -0.283 -0.954
C -2.134 0.534 -0.862
C -3.526 -0.946 0.200
C -1.445 0.450 0.317
C 0.366 2.203 0.144
C 0.848 -0.289 -1.565
C -0.187 0.914 0.732
C 1.056 -0.335 -0.078
N 0.565 -1.625 0.470
S -2.293 -0.801 1.342
H -4.089 -0.247 -1.699
H -1.769 1.138 -1.665
H -4.387 -1.657 0.210
H 0.572 2.164 -0.964
H 1.322 2.442 0.571
H -0.293 3.114 0.308
H 0.992 -1.383 -1.928
H -0.135 -0.005 -1.836
H 1.485 0.272 -2.202
H 0.095 0.961 1.745
H 2.075 -0.059 0.266
H 1.259 -2.384 0.400
H -0.131 -1.719 -0.194
H 0.144 -1.271 1.350
*
```

Results of the Löwdin charge analysis, in e, for atoms 1 through 4: -0.142 -0.112 -0.437 -0.489

Tell me which of them is the most stable. Sure, it is <B>.

<A>
# C4H9NOS2

A cluster of 2 separate species, C4H9NOS2 in total (ωB97M-V with the def2-TZVPD basis set, the OMol25 dataset).

The value obtained for the LUMO energy is 0.4544 eV. For the molecular weight, the calculation gives 151.256 g/mol. Its gap between HOMO and LUMO is 9.05 eV. As for the HOMO energy: -8.594 eV.

Geometry as ORCA input:
```
! RIJCOSX wB97M-V def2-TZVPD def2/J DEFGRID3
* xyz 0 1
C -0.708 0.839 -0.070
C -0.237 0.098 1.151
C 1.126 0.053 0.566
C 0.543 0.429 -0.858
H -1.872 -0.453 -1.259
H -2.633 1.031 -0.956
H -0.706 1.920 0.123
H -0.249 0.753 2.051
H -2.231 -1.070 0.848
H 1.805 0.914 0.820
H 3.289 -0.973 0.229
H 1.068 1.274 -1.384
H 1.357 -1.505 -1.360
N -1.946 0.391 -0.586
O 0.340 -0.713 -1.596
S -1.112 -1.471 1.500
S 2.167 -1.517 0.779
*
```

Results of the Löwdin charge analysis, in e, for atoms 1 through 4: -0.397 -0.639 -0.573 -0.402

<B>
# C4H9NOS2

The molecule C4H9NOS2 (ωB97M-V with the def2-TZVPD basis set, the OMol25 dataset).

The value obtained for the LUMO energy is 0.4532 eV. As for the SMILES: N[C@H]1[C@H](O)[C@@H](S)[C@H]1S. For the molecular weight, the calculation gives 151.256 g/mol. Its gap between HOMO and LUMO is 9.47 eV. As for the HOMO energy: -9.014 eV.

Geometry as ORCA input:
```
! RIJCOSX wB97M-V def2-TZVPD def2/J DEFGRID3
* xyz 0 1
C -0.235 -1.332 0.255
C 0.434 -0.459 -0.816
C -0.609 0.656 -0.601
C -1.513 -0.432 0.166
H 1.207 -1.733 1.764
H 0.350 -0.324 1.931
H -0.462 -2.364 -0.281
H 0.326 -0.870 -1.827
H 1.911 0.091 0.763
H -1.099 0.928 -1.625
H -1.234 2.778 0.590
H -1.886 -0.258 1.199
H -3.341 -0.146 -0.566
N 0.252 -1.316 1.595
O -2.620 -0.904 -0.596
S 2.233 -0.352 -0.496
S -0.048 2.086 0.348
*
```

Results of the Löwdin charge analysis, in e, for atoms 1 through 4: -0.418 -0.657 -0.608 -0.346

Tell me which of them is the most stable. Sure, it is <B>.

<A>
# C17H30Cl3N5NaO7P2

A structure of composition C17H30Cl3N5NaO7P2 (ωB97M-V with the def2-TZVPD basis set, the OMol25 dataset).

The value obtained for the LUMO energy is 2.1410 eV. For the molecular weight, the calculation gives 607.752 g/mol. Its gap between HOMO and LUMO is 7.50 eV. As for the HOMO energy: -5.363 eV.

Geometry as ORCA input:
```
! RIJCOSX wB97M-V def2-TZVPD def2/J DEFGRID3
* xyz -1 1
Na 0.026 -0.300 0.539
C -2.752 1.896 2.667
C -2.767 0.369 2.729
N -1.430 -0.205 2.659
C -0.553 0.120 3.781
C 0.813 0.657 3.334
N 0.704 1.646 2.269
C 0.127 2.922 2.680
C -1.011 3.379 1.757
N -2.035 2.378 1.491
H -3.791 2.248 2.649
H -2.312 2.292 3.588
H -3.312 0.074 3.642
H -3.321 -0.021 1.873
H -1.485 -1.208 2.530
H -1.047 0.857 4.420
H -0.374 -0.762 4.406
H 1.329 1.057 4.225
H 1.404 -0.173 2.952
H 1.607 1.806 1.843
H -0.250 2.827 3.702
H 0.891 3.710 2.707
H -1.482 4.272 2.183
H -0.580 3.674 0.797
H -1.557 1.574 1.103
Cl -0.604 1.650 -6.836
C -0.152 1.000 -5.280
C -0.564 1.633 -4.120
C -0.192 1.117 -2.896
Cl -0.669 1.958 -1.457
C 0.597 -0.055 -2.735
O 0.952 -0.502 -1.594
C 0.981 -0.638 -3.973
Cl 1.993 -2.061 -3.930
C 0.628 -0.140 -5.211
H -1.170 2.527 -4.166
H 0.962 -0.637 -6.110
N 0.743 -3.182 -1.140
C -0.010 -3.647 0.075
C -0.085 -5.172 0.004
P 1.037 -3.111 1.538
O -0.051 -2.988 2.737
O 1.998 -4.222 1.743
O 1.501 -1.714 1.268
P -1.707 -2.935 0.004
O -2.099 -3.633 -1.450
O -2.519 -3.518 1.102
O -1.649 -1.459 -0.227
H 1.696 -3.548 -1.112
H 0.819 -2.121 -1.255
H 0.274 -3.529 -1.977
H 0.909 -5.600 0.127
H -0.538 -5.487 -0.938
H -0.721 -5.541 0.807
H -0.612 -3.773 2.790
H -2.981 -3.336 -1.703
C 2.326 3.600 -3.076
C 3.040 2.531 -2.246
C 2.984 2.826 -0.817
N 2.938 3.040 0.308
H 2.369 3.339 -4.131
H 2.791 4.576 -2.935
H 1.283 3.665 -2.779
H 4.088 2.443 -2.538
H 2.572 1.557 -2.399
*
```

Results of the Löwdin charge analysis, in e, for atoms 1 through 4: 0.178 -0.224 -0.200 -0.061

<B>
# C17H30Cl3N5NaO7P2

A structure of composition C17H30Cl3N5NaO7P2 (ωB97M-V with the def2-TZVPD basis set, the OMol25 dataset).

The value obtained for the LUMO energy is 2.0350 eV. For the molecular weight, the calculation gives 607.752 g/mol. Its gap between HOMO and LUMO is 6.85 eV. As for the HOMO energy: -4.810 eV.

Geometry as ORCA input:
```
! RIJCOSX wB97M-V def2-TZVPD def2/J DEFGRID3
* xyz -1 1
Na -0.728 0.148 -0.130
C -0.449 2.646 2.043
C -1.147 3.212 0.798
N -1.883 2.216 0.051
C -3.189 1.795 0.511
C -3.172 0.909 1.775
N -2.123 -0.105 1.848
C -1.272 -0.111 3.030
C 0.176 0.376 2.786
N 0.236 1.406 1.780
H -1.190 2.464 2.822
H 0.205 3.439 2.454
H -0.382 3.599 0.122
H -1.776 4.065 1.112
H -1.883 2.433 -0.935
H -3.633 1.230 -0.308
H -3.853 2.653 0.725
H -4.162 0.443 1.848
H -3.078 1.549 2.656
H -2.454 -1.030 1.619
H -1.218 -1.130 3.421
H -1.735 0.502 3.815
H 0.778 -0.455 2.416
H 0.599 0.676 3.762
H 1.140 1.496 1.339
Cl -4.375 -4.931 -4.676
C -3.652 -3.564 -3.854
C -4.085 -3.208 -2.588
C -3.491 -2.135 -1.960
Cl -4.109 -1.701 -0.375
C -2.437 -1.356 -2.501
O -1.894 -0.394 -1.870
C -2.077 -1.770 -3.811
Cl -0.842 -0.867 -4.641
C -2.651 -2.837 -4.473
H -4.874 -3.753 -2.093
H -2.310 -3.091 -5.466
N 4.078 -0.092 -0.583
C 3.182 0.981 -1.052
C 3.870 1.828 -2.097
P 3.912 2.768 0.868
O 3.421 2.455 2.412
O 5.265 1.897 0.860
O 2.861 1.753 0.115
P 1.632 0.151 -1.775
O -0.285 1.729 -2.655
O 1.149 -0.690 -0.565
O 0.755 1.629 -1.661
H 5.085 1.001 0.486
H 4.492 -0.560 -1.384
H 3.489 -0.781 -0.111
H 4.852 2.176 -1.766
H 3.245 2.686 -2.335
H 4.000 1.253 -3.016
H 2.619 2.948 2.631
H -0.837 0.918 -2.529
C 2.706 -3.011 1.669
C 1.638 -3.458 0.679
C 0.291 -3.262 1.207
N -0.769 -3.102 1.618
H 3.697 -3.254 1.285
H 2.582 -3.498 2.636
H 2.656 -1.932 1.828
H 1.758 -4.509 0.406
H 1.645 -2.844 -0.225
*
```

Results of the Löwdin charge analysis, in e, for atoms 1 through 4: 0.162 -0.198 -0.186 -0.082

Tell me which of them is the most stable. Sure, it is <A>.